1.
43
Properties=species:S:1:pos:R:3:forces:R:3:lowdin_spin:R:1 method="wB97M-V/def2-TZVPD" molar_mass_g_mol=472.3 multiplicity=3 e_above_lowest_kj_mol=40.4 total_energy_ev=-47518.1369
Mo -0.053776 -0.523083 1.833761 -0.55 -0.58 -0.37 1.652
O 1.131449 5.218042 3.658972 0.00 0.01 -0.01 0.008
C 0.822104 3.987034 3.218564 0.00 0.08 0.05 0.014
C 0.080713 3.770009 2.051261 0.05 0.03 0.03 -0.004
C -0.153931 2.465802 1.694194 -0.02 0.05 -0.35 0.016
N 0.346093 1.462482 2.392685 0.11 -0.05 0.14 0.003
C 0.897264 1.648198 3.586263 0.06 -0.06 0.22 0.014
C 1.187835 2.912453 4.034772 0.02 -0.04 0.00 -0.003
C 0.863865 0.369431 4.419327 -0.20 0.00 -0.22 0.009
O 1.438381 0.282457 5.468861 0.00 -0.08 0.12 0.025
O 0.044764 -0.513452 3.869934 0.20 0.11 0.04 0.043
C -1.176565 1.946826 0.696832 -0.24 0.01 0.60 0.008
O -1.722364 2.650316 -0.114142 0.08 -0.02 -0.25 0.022
O -1.468439 0.698831 0.988112 0.18 0.10 -0.30 0.013
H 0.806209 5.887465 3.047221 -0.01 0.03 -0.02 0.000
H -0.352762 4.574885 1.471301 0.02 0.01 0.02 0.000
H 1.626023 3.062615 5.011168 0.00 0.04 -0.02 0.000
C -2.838948 -0.044155 -3.620053 -0.04 -0.07 0.00 0.000
C -1.504405 0.597117 -3.261985 0.01 0.06 0.04 0.000
C -0.461345 -0.412946 -2.798481 0.11 -0.01 -0.05 0.000
S -0.930068 -1.133817 -1.210540 0.12 0.14 0.44 0.008
O 0.281088 -0.787844 -0.303699 -0.28 -0.03 -0.12 0.024
C -0.798119 -2.907150 -1.507456 0.07 -0.07 -0.08 0.003
C 0.612014 -3.473602 -1.410536 -0.01 0.01 -0.01 0.000
C 1.512219 -3.149131 -2.595010 0.04 0.05 -0.05 0.000
H -3.520386 0.683464 -4.059289 0.02 0.02 0.02 0.000
H -3.333897 -0.453207 -2.736190 0.03 -0.01 0.00 0.000
H -2.710968 -0.855622 -4.341923 0.02 0.03 0.00 0.000
H -1.646728 1.348700 -2.480817 -0.01 0.01 -0.02 0.000
H -1.091483 1.116616 -4.129491 -0.01 0.00 -0.01 0.000
H 0.503176 0.050956 -2.587616 0.00 0.01 -0.06 0.000
H -0.315979 -1.213692 -3.523538 -0.02 0.03 -0.02 0.000
H -1.251714 -3.052586 -2.492152 -0.02 -0.10 0.03 0.001
H -1.450854 -3.349906 -0.755872 0.02 0.02 0.04 0.000
H 0.508830 -4.554059 -1.291718 0.01 -0.01 -0.07 0.000
H 1.068807 -3.108282 -0.490476 -0.01 -0.01 0.05 0.000
H 1.048045 -3.430092 -3.544291 0.00 -0.02 0.03 0.000
H 2.458499 -3.684393 -2.518218 -0.02 -0.01 0.02 0.000
H 1.752308 -2.085295 -2.640405 -0.02 -0.03 0.04 0.000
F -1.163655 -2.066261 1.624557 0.14 0.19 0.18 0.072
O 4.102862 -1.675378 1.672731 -0.08 0.00 0.02 0.031
C 2.992850 -1.314507 1.778840 0.05 0.09 -0.09 0.029
N 1.860977 -0.945228 1.894560 0.17 0.06 0.00 0.011

=====

2.
67
Properties=species:S:1:pos:R:3:forces:R:3:lowdin_spin:R:1 method="wB97M-V/def2-TZVPD" molar_mass_g_mol=752.9 multiplicity=4 e_above_lowest_kj_mol=0.0 total_energy_ev=-84833.0384 total_charge=+1
W 0.322464 -0.555031 -0.588411 -0.31 -0.14 0.15 2.458
C 0.154488 2.196674 -2.061744 0.00 0.01 -0.02 0.006
N 0.201911 1.805641 -0.633384 -0.01 0.06 0.04 0.028
C -1.089777 2.099962 0.019939 -0.05 -0.01 -0.02 0.012
C -2.175198 1.253066 -0.584125 0.05 0.01 0.01 0.020
C -3.486252 1.680449 -0.670808 -0.02 0.02 0.00 -0.002
C -4.429841 0.843258 -1.244084 0.01 -0.01 0.00 0.018
C -4.022982 -0.389745 -1.727730 -0.02 0.01 0.00 -0.002
C -2.695395 -0.748842 -1.606827 0.02 -0.02 -0.01 0.021
N -1.783336 0.053165 -1.040653 0.00 0.00 0.01 0.026
C 1.281579 2.561779 0.032374 0.03 -0.01 0.01 0.008
C 1.679394 1.956367 1.348714 -0.03 -0.04 0.00 0.007
C 2.466773 2.662981 2.245862 0.02 0.03 0.01 0.001
C 2.902884 2.019415 3.389008 0.00 -0.01 0.00 0.001
C 2.534241 0.697580 3.597542 0.01 0.00 0.01 0.002
C 1.725525 0.080966 2.662060 0.00 -0.01 0.00 0.006
N 1.297243 0.702873 1.560239 0.08 0.12 0.05 0.060
C 1.007462 1.301299 -2.912332 0.04 -0.18 0.00 0.027
C 1.636526 1.758218 -4.052812 0.00 0.04 0.00 -0.004
C 2.373124 0.872161 -4.822673 -0.01 -0.04 0.03 0.027
C 2.460885 -0.450430 -4.420363 0.03 0.04 -0.05 -0.003
C 1.813856 -0.839684 -3.266988 -0.04 -0.02 0.05 0.031
N 1.090577 0.013893 -2.525496 0.05 0.22 -0.19 0.019
H 0.459556 3.238815 -2.183420 -0.02 0.01 0.00 0.000
H -0.874755 2.121214 -2.416729 0.00 -0.01 0.01 0.001
H -1.344161 3.161711 -0.071340 0.02 0.01 0.00 0.001
H -0.986221 1.866519 1.082196 0.01 0.00 0.00 0.002
H -3.759303 2.657522 -0.295488 0.01 0.00 0.00 0.000
H -5.463052 1.153730 -1.321284 0.00 0.00 0.00 0.001
H -4.721222 -1.070244 -2.193153 0.01 0.00 0.00 0.000
H -2.329509 -1.706182 -1.951190 0.00 0.00 0.00 0.002
H 0.975301 3.606614 0.160168 -0.01 0.00 -0.01 0.001
H 2.156540 2.525066 -0.615238 0.00 0.00 -0.03 0.000
H 2.743423 3.688813 2.039399 0.00 0.00 0.00 0.000
H 3.525406 2.537795 4.106131 0.00 0.00 0.00 0.000
H 2.859625 0.156084 4.474431 -0.01 -0.01 0.00 0.000
H 1.399101 -0.944231 2.784725 0.00 0.00 -0.01 0.001
H 1.559553 2.802438 -4.324249 0.00 0.00 0.00 -0.001
H 2.881181 1.212523 -5.714608 0.00 0.00 0.00 0.002
H 3.038707 -1.173824 -4.976782 0.00 -0.01 0.01 -0.001
H 1.886820 -1.851132 -2.890363 0.00 -0.01 0.00 0.002
C -3.355194 -5.716583 1.061485 0.02 0.02 0.00 0.000
C -2.688448 -4.464242 0.550850 -0.02 -0.02 0.00 0.001
O -1.343976 -4.426169 1.087477 -0.05 0.00 0.00 0.009
P -0.388293 -3.197021 0.813769 0.13 0.00 -0.04 0.026
S -1.011126 -1.465725 1.547423 0.19 0.03 -0.19 0.031
S -0.060010 -2.967185 -1.165587 -0.02 0.01 0.02 0.043
O 0.918309 -3.615741 1.580820 0.00 -0.02 0.01 0.005
C 1.687165 -4.786551 1.185669 0.03 -0.03 0.00 0.002
C 3.144990 -4.478272 1.407353 -0.03 0.03 0.01 0.000
H -4.370492 -5.774654 0.668841 0.00 -0.01 0.00 0.000
H -3.402859 -5.710477 2.149412 -0.01 0.00 0.00 0.000
H -2.808299 -6.601525 0.738757 -0.01 0.00 0.00 0.000
H -3.213920 -3.564875 0.879146 0.01 0.01 0.00 0.000
H -2.621253 -4.459712 -0.538879 0.01 0.01 0.00 0.000
H 1.487805 -5.004688 0.135044 0.00 0.00 -0.01 0.001
H 1.340200 -5.620469 1.794400 -0.02 0.01 0.00 0.000
H 3.442753 -3.641997 0.776461 0.01 -0.02 0.01 0.000
H 3.748697 -5.347097 1.144433 0.01 0.00 0.00 0.000
H 3.329763 -4.227636 2.451916 0.01 -0.01 0.00 0.000
Cl 4.635227 -2.640136 -1.619208 0.01 0.03 -0.01 0.002
C 4.665272 -1.255899 -0.487089 -0.03 -0.04 0.01 -0.001
C 3.368555 -0.469714 -0.581729 -0.02 0.11 -0.03 0.014
O 2.306494 -1.152055 -0.318166 -0.08 -0.20 0.13 0.064
O 3.390570 0.712578 -0.896859 0.07 0.03 0.03 0.022
H 5.505392 -0.624739 -0.751784 -0.01 0.01 -0.01 0.000
H 4.789536 -1.659400 0.515548 0.00 0.00 0.01 0.000

=====

3.
30
Properties=species:S:1:pos:R:3:forces:R:3:lowdin_spin:R:1 method="wB97M-V/def2-TZVPD" molar_mass_g_mol=184.3 multiplicity=2 e_above_lowest_kj_mol=14.5 total_energy_ev=-14768.9268 total_charge=+1
C -0.506157 0.472101 3.661704 0.47 0.31 -0.79 0.000
C -2.787122 0.753574 2.631233 0.54 0.24 -0.20 0.001
C -1.506028 0.178549 2.574216 -0.88 -0.59 0.76 0.001
C -3.769900 0.394521 1.733537 0.03 -0.15 -0.18 0.002
C -3.489670 -0.535495 0.729211 -0.67 0.56 0.00 0.000
C -1.278933 -0.807345 1.624146 0.22 0.77 -0.59 0.004
C -2.235260 -1.091896 0.644724 0.23 -0.83 0.35 0.002
H -2.970017 1.532406 3.359660 -0.13 -0.10 0.18 0.000
H -4.768137 0.810382 1.810297 0.11 0.06 -0.02 0.000
H -0.904800 0.380117 4.667610 -0.15 -0.12 -0.01 0.000
H -0.161787 1.504563 3.536307 0.13 -0.10 0.19 0.000
H -4.295087 -0.771587 0.041141 0.25 -0.21 -0.06 0.000
H -0.298492 -1.263677 1.579060 0.02 -0.24 0.08 0.000
H -2.035228 -1.893249 -0.066670 -0.09 0.23 -0.02 0.000
H 0.352822 -0.196805 3.540974 -0.07 0.19 0.23 0.000
C 4.114631 -0.552029 -2.459132 0.34 -0.47 0.34 0.061
C 0.059724 0.566253 -1.993753 0.03 -0.59 0.48 0.305
C 0.481934 -0.759374 -1.665038 -0.34 0.05 0.55 0.075
C 1.013982 1.503282 -2.405528 -0.11 1.00 0.10 0.047
C 1.797068 -1.079126 -1.637129 -0.04 0.02 -0.36 0.066
C 2.335978 1.193352 -2.438065 -0.44 -0.15 -0.29 0.122
C 2.740951 -0.154421 -2.144408 0.37 0.45 -0.40 0.258
H -0.966680 0.854111 -1.789836 0.03 -0.04 -0.24 0.012
H -0.221485 -1.502313 -1.319396 -0.27 0.15 -0.14 0.001
H 0.730197 2.529342 -2.623269 -0.19 -0.23 -0.06 -0.001
H 2.101091 -2.067419 -1.331045 0.19 -0.09 -0.02 0.000
H 3.007105 1.975420 -2.784681 0.32 -0.46 0.20 0.002
H 4.218891 -1.611677 -2.706760 -0.15 0.10 0.06 0.006
H 4.688223 -0.413669 -1.523318 0.11 0.09 -0.20 0.032
H 4.552186 0.052109 -3.245792 0.12 0.16 0.06 0.004

=====

4.
11
Properties=species:S:1:pos:R:3:forces:R:3:lowdin_spin:R:1 method="wB97M-V/def2-TZVPD" molar_mass_g_mol=144.1 multiplicity=3 total_energy_ev=-22434.0191 total_charge=-1
C -1.300198 -0.823559 0.026686 -2.20 -3.48 0.17 0.301
C 1.932749 0.789353 0.031577 1.54 0.45 -0.04 0.054
N -1.083949 1.319568 -0.086113 4.95 5.12 -0.57 0.418
N -2.508219 -0.306144 0.070088 -0.58 -0.61 0.09 -0.049
N -2.322249 1.012973 -0.000753 -5.56 -1.91 0.37 0.438
N -0.407913 0.191374 -0.067569 7.84 -0.48 -0.28 0.405
N 1.047274 -0.162685 -0.158438 -5.05 0.09 0.01 0.116
O 1.844078 1.984586 0.255812 -0.12 0.54 0.16 0.117
S -0.690835 -2.437013 0.044177 -0.75 0.24 0.03 0.185
H 2.940650 0.291525 -0.053291 -0.28 0.25 0.03 0.001
H 0.548615 -1.859977 -0.062172 0.22 -0.20 0.02 0.012

=====

5.
17
Properties=species:S:1:pos:R:3:forces:R:3:mulliken_charge:R:1 method="wB97M-V/def2-TZVPD" molar_mass_g_mol=114.2 e_above_lowest_kj_mol=689.6 total_energy_ev=-17212.4766 smiles="C=C1C=[S@H](=C)CC1"
C -0.143432 -1.253043 -0.464377 3.72 -3.26 1.15 -0.769
C -2.910659 -0.707345 0.115963 1.39 2.12 1.54 -1.008
C 2.557901 -1.117638 0.222354 -3.55 0.43 -0.78 -1.011
C 1.109505 0.851051 -0.045086 -0.60 2.69 3.15 -0.780
C -0.344711 1.239894 -0.381879 -1.68 0.14 -0.57 -0.645
C 1.260720 -0.651054 -0.030256 0.63 -0.70 -0.66 0.785
S -1.273679 -0.274887 0.196747 -0.76 0.19 0.08 0.551
H -3.370004 -1.243444 -0.667734 0.25 -0.34 -1.12 0.338
H -3.433861 0.199755 0.484486 0.02 -0.85 -0.02 0.230
H 2.755417 -2.193244 0.189348 0.32 0.57 0.14 0.292
H 3.304633 -0.326401 0.400103 -0.21 -0.88 -0.04 0.263
H 1.822638 1.329835 -0.704097 -0.04 0.04 -0.31 0.411
H 1.315027 1.412620 1.024383 -0.21 -1.76 -2.27 0.226
H -0.923592 2.088384 0.152942 1.56 -0.99 -0.90 0.365
H -0.512134 1.244810 -1.495786 -0.05 0.21 1.16 0.358
H -0.190011 -2.431169 -0.406843 -0.38 2.68 0.09 0.258
H -1.147337 0.110676 1.559024 -0.39 -0.29 -0.64 0.136

=====

6.
62
Properties=species:S:1:pos:R:3:forces:R:3:mulliken_charge:R:1 method="wB97M-V/def2-TZVPD" molar_mass_g_mol=754.2 e_above_lowest_kj_mol=0.0 total_energy_ev=-71996.1839
Ir 0.259091 0.364632 1.270124 0.07 0.33 0.09 3.309
C -1.635424 2.859829 -1.683527 0.03 -0.02 -0.02 -2.056
C -1.549068 1.908487 -0.522180 -0.23 -0.01 0.04 1.589
O -0.393461 1.503867 -0.285395 0.47 -0.13 -0.17 -0.865
C -2.738362 1.551790 0.211585 0.10 0.02 0.04 0.438
C -3.963393 2.179596 -0.115343 -0.04 0.00 0.02 -0.946
C -5.117036 1.906519 0.565359 0.00 0.02 -0.03 -0.887
C -5.081355 0.975892 1.618323 0.01 -0.02 0.03 -0.395
C -3.921569 0.334946 1.957827 -0.07 0.00 -0.06 -0.702
C -2.718131 0.587826 1.257608 0.20 -0.03 -0.15 0.733
O -1.673981 -0.108322 1.586156 -0.30 0.08 0.38 -0.872
H -0.642982 2.983615 -2.106180 0.00 -0.01 0.00 0.303
H -2.014311 3.827473 -1.354124 0.00 0.00 -0.01 0.479
H -2.307917 2.470640 -2.447889 -0.01 0.01 0.01 0.455
H -3.991229 2.896809 -0.923636 0.00 0.00 0.01 0.405
H -6.042146 2.396843 0.297405 0.00 0.01 0.01 0.413
H -5.987987 0.760108 2.170397 0.00 0.00 0.00 0.397
H -3.884216 -0.390563 2.759056 0.00 -0.01 -0.01 0.484
Cl -0.242431 3.125527 7.965926 0.00 -0.01 0.00 -0.225
C -0.172843 2.771086 6.267152 -0.01 0.04 0.01 0.098
C -0.409498 3.805263 5.339047 -0.01 0.01 0.03 -0.529
C -0.358875 3.566417 3.998064 0.02 -0.06 -0.02 -0.665
C -0.072435 2.271118 3.486713 0.02 -0.12 0.10 0.405
O -0.045413 2.134603 2.204647 -0.26 0.06 -0.05 -0.939
C 0.162092 1.231900 4.436112 -0.03 0.05 -0.11 1.104
C 0.459526 -0.115704 4.096225 -0.02 0.01 0.03 0.004
O 0.594892 -0.645569 2.977330 0.14 -0.27 0.08 -0.788
C 0.103637 1.517330 5.826407 0.00 -0.02 -0.04 -1.116
H -0.637121 4.797410 5.706446 0.01 0.00 0.00 0.414
H -0.539630 4.355129 3.280854 -0.01 0.00 0.00 0.472
H 0.597029 -0.805346 4.933981 0.01 0.02 0.01 0.320
H 0.285198 0.718894 6.534879 -0.01 0.00 0.00 0.401
O 0.903151 -0.123798 -1.804992 0.05 0.06 0.08 -0.401
C 1.224498 -1.501446 -1.817841 -0.05 -0.12 0.04 2.566
C 0.761075 -2.190947 -0.501536 0.00 -0.09 0.33 -0.219
O 0.745859 -3.404857 -0.491316 0.00 0.03 -0.12 -0.665
O 0.442327 -1.512892 0.562742 -0.17 0.02 -0.39 -0.734
C 2.725714 -1.766207 -1.907988 0.01 0.01 0.02 -0.036
C 3.176527 -3.065505 -2.145383 0.00 0.00 0.01 -0.099
C 4.529788 -3.348493 -2.175463 0.01 -0.01 0.00 -0.986
C 5.466724 -2.341594 -1.972894 0.00 0.00 0.01 -0.347
C 5.032072 -1.049683 -1.739636 -0.01 -0.01 -0.02 -1.269
C 3.670054 -0.768447 -1.703697 -0.01 0.01 -0.05 -0.411
C 0.431099 -2.092471 -2.981151 0.02 0.07 -0.10 -0.225
C -0.918443 -2.387170 -2.813940 0.03 -0.04 0.01 -0.300
C -1.693996 -2.768400 -3.896327 -0.01 -0.01 -0.02 -0.915
C -1.131994 -2.858079 -5.163290 -0.01 0.00 0.00 -0.400
C 0.211952 -2.567964 -5.337413 -0.01 0.01 0.02 -0.907
C 0.986561 -2.183538 -4.250722 0.01 0.00 0.01 -0.330
H 1.694413 0.409313 -1.912877 0.00 -0.01 -0.10 0.350
H 2.450621 -3.853242 -2.289432 -0.01 0.00 0.02 0.513
H 4.856823 -4.364805 -2.353639 0.00 0.00 -0.01 0.389
H 6.525048 -2.566914 -1.993055 0.00 0.00 -0.01 0.408
H 5.746557 -0.251286 -1.583958 0.00 0.00 0.01 0.413
H 3.384281 0.257733 -1.499023 0.01 -0.02 0.01 0.445
H -1.364154 -2.334483 -1.827652 0.00 0.01 -0.01 0.463
H -2.740373 -3.003955 -3.748854 0.00 0.01 0.00 0.405
H -1.740262 -3.152615 -6.008968 0.01 -0.02 0.00 0.392
H 0.661045 -2.637968 -6.320041 0.00 0.00 0.00 0.392
H 2.035933 -1.957353 -4.394343 -0.01 0.02 -0.02 0.403
S 3.538737 0.944271 1.548204 0.03 0.03 -0.27 -0.264
C 2.067711 0.704750 1.215134 -0.01 0.12 0.30 0.132